# 1
56
Properties=species:S:1:pos:R:3 method="wB97M-V/def2-TZVPD" homo_ev=-6.650 multiplicity=1 orbital_gap_ev=6.45 e_lumo_ha=-0.007
C -2.759 0.258 -4.030
C -2.614 -0.995 -3.462
C -1.771 -1.119 -2.330
C -1.192 0.013 -1.769
C -1.388 1.263 -2.315
C -2.180 1.387 -3.480
C -1.663 -2.456 -1.642
C -0.263 -3.196 -1.606
N 0.853 -2.226 -1.413
Sr -0.503 -0.399 0.544
C -0.710 2.518 -1.772
P 0.935 2.074 -1.035
H -3.129 -1.922 -3.798
H -2.281 2.379 -3.926
H -3.394 0.340 -4.935
H -1.345 3.022 -0.980
H -0.656 3.259 -2.604
H -1.951 -2.331 -0.578
H -2.385 -3.175 -2.058
H -0.315 -3.844 -0.717
C 1.450 3.700 -0.427
C 1.879 2.146 -2.604
H -0.074 -3.822 -2.508
C 1.450 -1.615 -2.604
C 1.910 -2.623 -0.477
H 0.464 2.139 1.388
H 2.009 -2.383 -3.208
H 0.697 -1.138 -3.239
H 2.181 -0.863 -2.251
H 2.572 -3.383 -0.917
H 2.505 -1.718 -0.289
H 1.501 -3.017 0.463
H 1.834 3.192 -2.947
H 2.947 1.878 -2.517
H 1.470 1.511 -3.418
H 1.570 4.382 -1.297
H 0.709 4.112 0.290
H 2.393 3.585 0.128
H 1.081 1.378 0.899
C 0.638 -2.743 5.845
C 1.341 -2.098 4.805
C 0.684 -1.756 3.614
C -0.707 -2.030 3.480
C -1.392 -1.748 2.323
C -2.717 -1.964 2.065
C -3.458 -2.586 3.117
C -2.847 -2.896 4.317
C -1.440 -2.651 4.555
C -0.728 -2.991 5.709
H 1.178 -3.029 6.756
H 2.417 -1.852 4.878
H 1.201 -1.277 2.758
H -3.155 -1.673 1.084
H -4.516 -2.816 2.928
H -3.371 -3.360 5.170
H -1.296 -3.485 6.541

***

# 2
16
Properties=species:S:1:pos:R:3 method="wB97M-V/def2-TZVPD" homo_ev=-7.921 multiplicity=1 orbital_gap_ev=7.78 e_lumo_ha=-0.005
C 1.231 0.649 1.430
C -0.985 0.032 1.002
C 0.466 -1.518 -1.738
N 0.184 0.049 0.548
O 2.276 0.330 -1.117
P 0.824 0.323 -1.360
H 1.260 0.366 2.436
H 2.240 0.404 0.909
H 1.069 1.837 1.341
H -1.885 -0.018 -2.944
H -1.917 -0.513 0.536
H -1.057 0.316 2.066
H 0.046 -1.709 -2.793
H 1.535 -1.826 -1.769
H -0.306 -2.043 -1.134
H -1.529 0.617 -2.831